Here is a structure of composition C6H10N2O4 at a distorted geometry from the OMol25 dataset. Energies are from ωB97M-V/def2-TZVPD.

```
22
Properties=species:S:1:pos:R:3:forces:R:3
C -2.693783 -1.611785 -0.120505 -0.11 -0.92 0.60
C -1.270210 -1.099218 -0.842268 -1.96 3.50 2.20
C 0.086281 0.746752 -1.777499 -0.20 0.41 1.19
C 0.930213 1.716344 -0.916804 -1.54 -4.86 -2.04
C 1.682349 -0.196743 0.669624 1.78 1.23 -0.80
C 0.348809 -0.365879 1.538074 1.89 -2.15 1.52
H -3.616891 -1.080307 -0.426953 0.92 0.75 0.33
H -2.660808 -1.623278 1.147210 0.26 -0.03 -3.90
H -3.063433 -2.642127 -0.554123 1.69 1.49 1.15
H -1.772650 0.920767 -0.589876 0.15 0.56 -0.45
H -0.208891 1.091591 -2.795164 0.93 -0.07 0.72
H 0.535675 -0.203123 -1.638489 1.50 -0.88 -1.65
H 2.222811 1.851117 0.545181 -0.18 -0.16 -0.21
H 2.492448 0.116926 1.380568 -0.99 -1.33 0.31
H 2.246785 -1.149571 0.087906 -2.54 2.54 1.40
H -0.177312 -1.407112 3.125839 3.30 -1.77 -4.08
N -1.061576 0.368336 -1.037939 -3.40 -3.86 1.13
N 1.767668 1.150568 -0.034434 0.57 -1.42 1.50
O -0.311673 -1.784085 -0.967191 0.43 -2.03 -0.59
O 0.824522 2.846271 -1.136722 0.21 5.85 -0.23
O 0.565878 -1.680889 2.195129 -4.59 4.69 3.02
O -0.509022 0.413199 1.898882 1.87 -1.56 -1.12
```
Forces are in eV/Å.

As for the LUMO energy: 0.280 eV. Its orbital gap is 0.349 hartree.

Löwdin atomic charge list, values in e, 8 entries: C -0.02; C -0.42; C -0.11; C -0.55; C -0.06; C -0.44; H 0.04; H 0.14

***

Here is a cluster of 14 separate species, C24H76O24S5 in total at a distorted geometry from the OMol25 dataset. Energies are from ωB97M-V/def2-TZVPD.

```
129
Properties=species:S:1:pos:R:3:forces:R:3
O -0.157255 0.634579 -3.340138 0.14 -1.42 -2.24
S -0.004176 -0.443646 -4.330940 0.30 1.17 0.31
O -0.970910 -1.517061 -4.342135 0.98 1.33 -0.52
O 0.077112 0.261162 -5.885640 -0.30 -0.91 2.43
C 1.088874 1.273428 -6.072681 0.45 0.32 -1.44
C 0.983947 1.662501 -7.574755 -0.32 -0.33 0.90
C 1.672274 -1.166738 -4.190039 -0.24 0.49 -0.49
H 2.069944 0.841377 -5.875357 0.05 0.03 0.09
H 0.967967 2.179236 -5.478553 -0.38 -0.32 0.41
H 0.000403 2.113568 -7.706218 -0.06 -0.18 -0.26
H 1.082671 0.755464 -8.171115 -0.12 0.15 -0.12
H 1.714102 2.399401 -7.909353 0.19 -0.11 0.34
H 1.943244 -1.557249 -5.170938 -0.31 -0.30 0.06
H 1.678285 -1.932401 -3.414256 -0.29 0.15 -0.13
H 2.412933 -0.397644 -3.970889 -0.33 0.14 0.29
O 0.984292 -0.556997 -1.301141 -1.35 -1.66 2.22
S 0.046032 -1.403411 -0.522164 -1.33 -0.55 -0.50
O 0.021769 -2.855370 -0.796863 0.48 2.75 0.89
O 0.232572 -1.201137 1.135413 0.08 -1.74 -2.64
C 0.384749 0.130455 1.577267 -0.91 1.46 -0.72
C 0.853449 0.089889 2.977724 0.65 -0.39 0.77
C -1.714403 -0.727014 -0.691827 1.44 -0.22 -0.47
H -0.579453 0.638515 1.559949 -0.37 -0.06 -0.16
H 0.986449 0.652389 0.833192 0.50 0.19 0.40
H 0.736310 1.035407 3.507237 0.21 0.14 -0.29
H 1.886527 -0.255635 3.015930 0.03 0.12 0.33
H 0.235907 -0.617512 3.531202 0.02 -0.16 0.00
H -1.575712 0.349844 -0.595695 -0.27 -0.09 0.26
H -2.418869 -1.179132 0.006328 0.54 0.10 0.40
H -2.092559 -0.932005 -1.693364 0.49 -0.08 -0.17
O 1.610479 -6.820119 2.290072 -1.43 -0.53 -1.96
S 0.777323 -7.033833 1.093942 0.36 2.41 0.79
O 0.391343 -8.353712 0.666406 -0.19 1.10 0.66
O -0.602777 -6.055520 1.242376 1.65 -1.20 -0.17
C -0.472183 -4.688974 1.783404 -0.45 -0.69 0.73
C -0.475362 -4.624496 3.318646 -0.04 -0.40 -0.45
C 1.566807 -6.194283 -0.348163 -0.71 -0.58 0.64
H -1.376935 -4.178845 1.452788 -0.14 -0.33 -0.17
H 0.331155 -4.111186 1.326327 0.38 -0.49 0.11
H -0.456650 -3.549643 3.498771 0.19 -0.05 0.57
H 0.297475 -5.190243 3.838986 0.59 0.50 -0.43
H -1.364821 -5.061126 3.772859 -0.48 0.28 -0.47
H 1.239818 -6.772549 -1.212330 0.16 0.05 0.05
H 2.648893 -6.212333 -0.218309 -0.18 -0.02 0.03
H 1.157768 -5.186648 -0.422094 0.21 -0.02 0.12
O -3.841869 0.647841 -3.332176 -0.71 3.36 -0.38
S -4.361495 2.008950 -3.588415 -0.92 -2.04 -2.67
O -4.395927 3.055056 -2.612665 0.24 -0.41 -0.06
O -3.595501 2.572887 -4.963899 -0.42 -1.58 2.06
C -4.136715 3.655886 -5.700667 0.73 0.77 -0.08
C -3.055871 3.960061 -6.730761 -0.40 0.32 0.10
C -6.071363 1.809592 -4.376774 0.68 0.49 0.95
H -4.327578 4.526377 -5.073046 0.21 0.02 0.32
H -5.094473 3.438362 -6.173403 0.09 -0.46 -0.14
H -3.375709 4.873738 -7.231755 0.10 -0.20 -0.56
H -2.918316 3.100833 -7.387193 -0.19 0.24 -0.26
H -2.078139 4.176218 -6.300168 -0.19 -0.05 0.41
H -6.673629 1.186703 -3.715421 0.27 -0.22 -0.13
H -5.996578 1.434277 -5.397383 0.31 -0.37 0.34
H -6.574381 2.775120 -4.429869 0.31 0.16 0.20
O 4.235043 1.983861 -0.161116 1.74 -1.46 -0.06
S 5.284084 1.019215 -0.483397 0.23 -0.56 0.75
O 6.078205 1.211832 -1.688724 -0.92 -0.46 1.51
O 6.301993 0.878107 0.846298 -0.73 0.68 -1.75
C 7.563318 0.162223 0.690825 -0.10 -0.06 -0.29
C 8.193234 0.069483 2.054049 -0.66 0.32 -0.13
C 4.577425 -0.701578 -0.397452 0.30 0.78 -0.47
H 8.277915 0.682588 0.053122 -0.49 0.18 -0.41
H 7.369236 -0.824669 0.270729 -0.09 -0.03 -0.04
H 8.560514 1.067482 2.293197 0.32 -0.22 0.28
H 8.979714 -0.683059 1.997275 0.07 0.19 0.35
H 7.417865 -0.181063 2.778019 0.29 -0.30 0.15
H 3.722117 -0.728760 -1.072585 0.01 0.08 0.03
H 4.270227 -0.980094 0.610598 0.00 0.55 0.04
H 5.331101 -1.420404 -0.718943 0.09 0.27 -0.16
C 2.039697 0.262387 6.499403 0.18 -0.98 0.84
O 3.057190 -0.524071 5.909297 -0.40 -0.46 -0.15
H 1.257975 -0.376368 6.910479 -0.19 -0.50 -0.57
H 2.438507 0.637309 7.441996 0.01 1.20 -0.24
H 1.575682 0.948581 5.790925 0.25 0.41 0.31
H 3.584761 0.075237 5.376279 -0.05 0.33 -0.04
C 1.039070 3.036001 -0.913028 1.43 -0.37 -0.16
O -0.170025 2.386350 -1.201374 -0.52 0.62 0.54
H 1.703912 2.452508 -0.276127 -0.19 -0.31 0.34
H 1.657024 3.152320 -1.803361 -0.18 0.35 -0.32
H 0.947684 4.004486 -0.421335 -0.68 -0.02 -0.22
H -0.030298 1.708950 -1.867107 0.14 -0.25 -0.33
C -1.998353 -1.402205 5.434478 -0.10 -0.09 -0.72
O -3.020754 -1.566261 6.397552 0.21 0.05 0.24
H -2.429297 -0.968664 4.532025 0.10 0.27 -0.24
H -1.191363 -0.761924 5.790721 0.14 -0.06 0.04
H -1.597456 -2.366673 5.122728 -0.01 -0.07 0.39
H -3.115688 -0.692832 6.784490 -0.34 -0.09 0.25
C -2.828453 4.054558 0.439913 -0.76 0.08 -0.46
O -2.502234 2.731478 0.189955 0.64 -1.42 0.32
H -3.218127 4.373932 -0.526657 -0.21 1.13 0.31
H -3.616378 4.027876 1.192611 0.05 0.47 -0.01
H -1.955357 4.614532 0.774941 -0.11 0.32 0.06
H -1.831002 2.742150 -0.496301 0.56 -0.47 -0.29
C 4.922021 0.903723 3.525989 0.32 0.30 -1.13
O 3.955668 1.576142 4.262928 -0.65 -0.46 1.32
H 5.129181 -0.065755 3.979087 0.03 0.08 0.21
H 4.604804 0.721002 2.499290 -0.25 -0.10 -0.04
H 5.839730 1.481348 3.415344 0.21 -0.03 0.27
H 3.716493 2.447491 3.938648 0.41 0.20 -0.57
C -4.513825 -2.377421 2.156786 -0.37 -0.16 0.94
O -3.913883 -3.618202 2.421457 0.92 -1.08 -0.17
H -5.384329 -2.392346 2.812605 -0.54 0.87 -0.51
H -3.859270 -1.560842 2.461511 -0.04 0.22 -0.32
H -4.775352 -2.333699 1.099523 -0.06 0.22 0.12
H -4.174336 -3.894571 3.303154 0.16 -0.05 -0.07
C -4.905978 -2.119550 -2.462224 0.40 1.26 -0.52
O -5.174755 -3.484857 -2.469242 -0.38 -0.52 0.73
H -5.603319 -1.588872 -3.110454 0.16 -0.19 -0.33
H -5.009656 -1.605385 -1.506717 -0.09 -0.30 0.46
H -3.878062 -1.964228 -2.789881 0.00 0.38 -0.29
H -4.793259 -3.777859 -1.638453 -0.07 -0.68 -0.05
C -3.923191 1.367635 2.867127 0.13 1.61 -0.78
O -3.825302 0.888533 1.562181 -0.58 -2.29 -0.18
H -4.204051 2.410355 2.718985 -0.27 0.40 0.86
H -4.713347 0.875894 3.434540 0.22 -0.27 -0.13
H -2.964680 1.386178 3.385795 0.09 -0.37 0.33
H -3.285313 1.436746 0.988179 0.27 0.71 0.05
C 1.938031 3.806755 2.511561 -2.16 0.32 -0.92
O 3.261654 3.883191 2.866524 1.45 0.31 0.39
H 1.789068 4.576288 1.754104 -0.64 -0.14 -0.20
H 1.648143 2.847796 2.082074 0.21 -0.15 0.00
H 1.239245 4.034201 3.316583 0.17 -0.04 0.36
H 3.577902 4.572833 2.278328 0.90 -0.25 0.41
```
Forces are in eV/Å.

As for the LUMO energy: 0.084 eV. Its orbital gap is 0.359 hartree.

Löwdin atomic charge list, values in e, 8 entries: O -0.33; S 0.71; O -0.26; O -0.26; C -0.27; C -0.05; C -0.11; H 0.10